# 1
{"formula": "C17H12Cl3F3NO6Rb", "method": "ωB97M-V/def2-TZVPD", "species": ["Rb", "Cl", "Cl", "Cl", "F", "F", "F", "O", "O", "O", "O", "O", "O", "N", "C", "C", "C", "C", "C", "C", "C", "C", "C", "C", "C", "C", "C", "C", "C", "C", "C", "H", "H", "H", "H", "H", "H", "H", "H", "H", "H", "H", "H"], "coordinates": [[0.077, 0.311, -1.547], [-0.558, 4.270, 2.913], [-0.047, -0.714, 1.342], [-0.526, -0.721, 4.236], [3.516, 0.693, -5.413], [1.779, -0.338, -4.645], [2.069, 1.766, -4.224], [2.705, 0.201, -2.020], [-2.499, 0.719, -2.133], [-4.615, 0.716, -1.323], [-0.616, -4.929, -0.424], [0.286, -2.966, -0.998], [4.666, -0.073, -3.109], [-2.206, -1.843, -1.215], [1.564, 2.930, 3.878], [0.725, 3.361, 0.235], [-0.007, 0.247, 2.826], [-2.110, -3.142, -0.950], [-3.520, 0.218, -1.630], [0.895, 3.280, 2.729], [-3.194, -3.994, -0.817], [-0.695, -3.623, -0.794], [-4.459, -3.431, -0.955], [2.465, 2.051, 1.419], [1.313, 2.932, 1.396], [3.119, 1.690, 2.566], [-4.570, -2.078, -1.197], [2.725, 0.588, -4.328], [2.697, 2.120, 3.841], [3.471, 0.197, -3.000], [-3.414, -1.302, -1.336], [0.332, -5.111, -0.349], [-0.693, 1.079, 2.720], [-0.137, 4.011, 0.252], [1.167, 3.282, 4.824], [-5.344, -4.051, -0.860], [3.214, 1.831, 4.745], [1.007, 0.588, 3.007], [-3.055, -5.044, -0.611], [3.978, 1.032, 2.477], [-5.519, -1.567, -1.275], [2.822, 1.668, 0.467], [1.188, 3.147, -0.721]], "charge": -2, "mol_weight_da": 575.1, "de_lowest_kj_mol": 103.4}

# 2
{"formula": "C17H12F3N5OS", "method": "ωB97M-V/def2-TZVPD", "species": ["S", "F", "F", "F", "O", "N", "N", "N", "N", "N", "C", "C", "C", "C", "C", "C", "C", "C", "C", "C", "C", "C", "C", "C", "C", "C", "C", "H", "H", "H", "H", "H", "H", "H", "H", "H", "H", "H", "H"], "coordinates": [[1.782, 4.685, -0.360], [3.933, 3.889, -3.767], [4.905, 3.948, -1.870], [3.866, 5.670, -2.457], [-3.442, -2.749, 1.022], [-2.478, -2.074, -0.937], [1.638, -0.827, 3.682], [-2.264, -0.812, 0.979], [-1.043, -0.654, -2.350], [0.331, -0.509, 3.375], [-2.044, -0.735, 2.432], [-0.806, 0.892, 0.110], [3.776, 4.319, -2.437], [-1.619, -0.228, -0.070], [0.558, 3.448, -0.247], [-0.628, -1.306, 2.735], [-0.132, 1.263, -1.079], [1.877, 2.591, -1.968], [2.557, 3.750, -1.669], [2.033, -2.039, 3.311], [-1.664, -1.027, -1.229], [-2.937, -1.828, 0.315], [-2.389, -3.203, -1.902], [0.762, 2.346, -0.990], [1.121, -2.947, 2.583], [-0.337, 0.496, -2.328], [-0.255, -2.611, 2.410], [-2.787, -1.283, 2.901], [0.224, 0.695, -3.260], [3.027, -2.375, 3.629], [1.426, -4.036, 2.344], [-0.267, 3.656, 0.483], [2.189, 1.944, -2.806], [-2.183, 0.236, 2.834], [-2.042, -2.971, -2.945], [-1.769, -4.014, -1.419], [-3.317, -3.644, -2.101], [-0.754, 1.357, 1.084], [-0.846, -3.308, 1.963]], "mol_weight_da": 391.4, "de_lowest_kj_mol": 284.5}

# 3
{"formula": "C17H12N4O5S", "method": "ωB97M-V/def2-TZVPD", "species": ["S", "O", "O", "O", "O", "O", "N", "N", "N", "N", "C", "C", "C", "C", "C", "C", "C", "C", "C", "C", "C", "C", "C", "C", "C", "C", "C", "H", "H", "H", "H", "H", "H", "H", "H", "H", "H", "H", "H"], "coordinates": [[0.043, 3.372, 1.230], [1.976, -4.778, -0.142], [-4.162, 1.988, 3.266], [-2.101, -1.420, 0.239], [-2.901, 0.670, 0.349], [0.249, -3.712, -0.851], [-1.248, 1.487, -1.530], [1.330, -3.766, -0.308], [-0.405, 0.861, 1.594], [-2.123, 2.305, 2.406], [1.655, -0.224, 0.762], [-0.501, 1.917, -2.527], [-0.940, 2.012, 1.781], [3.048, -0.122, 0.824], [1.914, -2.522, 0.134], [-2.163, -0.297, -0.196], [-3.301, 1.604, 2.516], [1.086, -1.450, 0.430], [0.148, 1.071, -3.418], [0.004, -0.297, -3.252], [3.297, -2.426, 0.207], [-1.387, 0.174, -1.377], [3.858, -1.213, 0.560], [-0.779, -0.764, -2.209], [1.235, 2.234, 0.760], [-3.454, 0.390, 1.623], [0.832, 0.955, 1.024], [-2.939, -0.476, 2.061], [3.499, 0.817, 1.103], [3.904, -3.289, -0.020], [-0.919, -1.818, -2.022], [0.016, -1.583, 0.407], [0.493, -0.989, -3.921], [4.930, -1.114, 0.626], [-0.415, 2.993, -2.612], [2.144, 2.565, 0.301], [-4.520, 0.161, 1.531], [0.751, 1.476, -4.216], [-2.157, 3.209, 2.866]], "mol_weight_da": 384.4, "energy_ev": -44854.9470}

# 4
{"formula": "C17H12N5OsS4", "method": "ωB97M-V/def2-TZVPD", "species": ["Os", "S", "S", "S", "S", "N", "N", "N", "N", "N", "C", "C", "C", "C", "C", "C", "C", "C", "C", "C", "C", "C", "C", "C", "C", "C", "C", "H", "H", "H", "H", "H", "H", "H", "H", "H", "H", "H", "H"], "coordinates": [[-0.389, 0.501, -0.200], [1.260, 2.190, -0.614], [-1.703, 1.996, 0.908], [-2.211, -0.876, -0.370], [0.732, -1.257, 1.589], [-7.901, -1.381, 1.890], [0.781, -1.018, -0.981], [-7.325, 2.374, 3.369], [3.117, 1.017, 1.060], [3.845, 1.320, -0.931], [1.109, -1.285, -2.273], [4.415, 0.561, 1.054], [1.977, -2.287, -2.587], [4.876, 0.754, -0.199], [-6.496, 1.820, 2.796], [-6.906, -0.822, 1.747], [2.522, -3.055, -1.541], [3.924, 1.703, -2.344], [1.287, -1.751, 0.039], [-3.232, 1.168, 1.143], [-4.239, 1.790, 1.865], [-5.453, 1.149, 2.064], [-5.656, -0.136, 1.545], [2.770, 1.476, -0.143], [-4.648, -0.754, 0.819], [2.178, -2.798, -0.235], [-3.442, -0.100, 0.607], [2.482, 0.980, 1.841], [4.886, 0.129, 1.920], [4.958, 1.934, -2.584], [3.213, -3.859, -1.769], [3.574, 0.891, -2.976], [5.843, 0.552, -0.630], [0.642, -0.668, -3.030], [-4.083, 2.778, 2.279], [-4.805, -1.747, 0.421], [2.222, -2.487, -3.621], [2.566, -3.385, 0.587], [3.312, 2.581, -2.518]], "charge": 1, "mol_weight_da": 604.8, "spin_multiplicity": 5, "energy_ev": -71076.3447, "s_squared": 6.03}

# 5
{"formula": "C17H12O2", "method": "ωB97M-V/def2-TZVPD", "species": ["O", "O", "C", "C", "C", "C", "C", "C", "C", "C", "C", "C", "C", "C", "C", "C", "C", "C", "C", "H", "H", "H", "H", "H", "H", "H", "H", "H", "H", "H", "H"], "coordinates": [[0.251, -0.665, -1.915], [-1.717, 0.230, 2.951], [-1.347, 0.166, 1.796], [-4.065, -1.858, 0.195], [-3.361, -1.130, 1.132], [1.610, 2.440, 1.858], [-2.273, -1.631, -1.395], [0.469, 1.758, 2.233], [-2.103, -0.630, 0.799], [-0.231, -0.323, -0.853], [2.175, 2.226, 0.611], [-0.114, 0.877, 1.339], [-1.574, -0.872, -0.464], [0.441, 0.642, 0.068], [1.620, 1.318, -0.286], [-3.525, -2.119, -1.063], [3.223, -0.120, -1.604], [2.367, 1.124, -1.588], [3.068, -1.186, -0.812], [2.994, 2.002, -1.766], [3.148, -2.209, -1.160], [2.091, 3.139, 2.530], [0.040, 1.920, 3.211], [1.673, 1.029, -2.422], [-5.052, -2.237, 0.428], [3.072, 2.752, 0.312], [2.791, -1.049, 0.231], [4.010, -0.140, -2.357], [-1.834, -1.831, -2.362], [-3.740, -0.920, 2.123], [-4.105, -2.702, -1.766]], "mol_weight_da": 248.3, "energy_ev": -21917.8207}

# 6
{"formula": "C17H13BFNO4S", "method": "ωB97M-V/def2-TZVPD", "species": ["S", "F", "O", "O", "O", "O", "N", "C", "C", "C", "C", "C", "C", "C", "C", "C", "C", "C", "C", "C", "C", "C", "C", "C", "B", "H", "H", "H", "H", "H", "H", "H", "H", "H", "H", "H", "H", "H"], "coordinates": [[1.037, -0.681, -1.141], [-2.686, -3.923, 5.806], [0.081, 0.879, 2.198], [-0.187, 0.929, -6.176], [1.636, -2.993, 0.184], [-2.196, 1.794, -5.106], [0.942, -1.153, 1.315], [1.080, 4.308, -3.161], [-1.771, -3.493, 4.939], [0.667, 3.631, -4.299], [0.565, 0.616, -0.067], [0.133, 1.713, -2.951], [-1.240, -1.830, 3.288], [1.268, -1.770, 2.572], [0.404, -3.560, 3.975], [-0.537, -4.086, 4.786], [0.935, 3.684, -1.942], [0.450, 2.388, -1.775], [0.117, 2.395, -4.180], [0.233, 1.869, -0.434], [0.086, -2.420, 3.253], [-2.117, -2.382, 4.196], [0.494, 0.188, 1.293], [1.259, -1.834, 0.183], [-0.801, 1.640, -5.145], [2.002, -2.534, 2.303], [-0.205, -4.921, 5.472], [-0.227, 0.687, -2.984], [1.692, -1.023, 3.227], [0.901, 4.134, -5.222], [-0.111, 2.555, 0.310], [-1.391, -0.889, 2.825], [-2.968, 2.085, -4.568], [1.403, -4.010, 3.877], [1.270, 4.209, -0.998], [1.582, 5.233, -3.385], [-3.057, -1.914, 4.359], [-0.742, 0.479, -6.830]], "mol_weight_da": 357.2, "de_lowest_kj_mol": 0.0}